A molecular structure, C18H24GaN5OSSe. Source: the OMol25 dataset; level of theory: ωB97M-V with the def2-TZVPD basis set.

Computed properties:
* energy relative to the best compared isomer or geometry (same formula, charge and spin): 0.00 kcal/mol
* E: -5773.8032 hartree
* orbital gap: 6.064 eV
* highest occupied orbital energy: -0.2293 Ha
* LUMO energy: -0.2 eV

Each line ends with the Löwdin charge.
Positions of all 51 atoms, in Å:
Ga (0.154, 1.012, 0.947)  -0.22
C (-3.361, -0.133, 4.757)  -0.09
C (-3.607, -1.142, 3.643)  -0.28
N (-3.639, -0.534, 2.324)  -0.02
C (-2.553, -0.140, 1.626)  -0.74
S (-0.993, -0.714, 2.110)  0.74
N (-2.807, 0.634, 0.586)  0.03
N (-1.691, 1.036, -0.061)  -0.06
C (-1.779, 1.594, -1.208)  -0.26
C (-3.061, 1.846, -1.925)  -0.01
C (-0.485, 1.963, -1.808)  -0.21
C (-0.389, 2.687, -2.990)  0.01
C (0.865, 2.987, -3.492)  -0.04
C (1.988, 2.567, -2.798)  -0.04
C (1.806, 1.870, -1.617)  -0.11
N (0.605, 1.562, -1.144)  0.05
H (-3.349, -0.631, 5.728)  0.07
H (-4.144, 0.626, 4.774)  0.07
H (-2.402, 0.365, 4.614)  0.07
H (-4.561, -1.650, 3.785)  0.11
H (-2.833, -1.908, 3.646)  0.08
H (-4.487, -0.068, 2.036)  0.14
H (-3.863, 1.293, -1.447)  0.07
H (-2.983, 1.550, -2.972)  0.08
H (-3.311, 2.910, -1.891)  0.10
H (-1.282, 3.018, -3.499)  0.11
H (0.964, 3.551, -4.410)  0.11
H (2.987, 2.785, -3.147)  0.11
H (2.653, 1.554, -1.023)  0.11
O (-0.483, -1.041, -1.881)  -0.07
C (0.715, -1.660, -2.330)  -0.24
C (1.087, -2.863, -1.482)  -0.17
C (1.150, -2.549, 0.016)  -0.15
C (2.286, -1.631, 0.395)  -0.25
C (3.578, -2.151, 0.382)  -0.02
C (4.650, -1.366, 0.758)  -0.05
C (4.402, -0.065, 1.163)  -0.04
C (3.099, 0.391, 1.156)  -0.17
N (2.056, -0.360, 0.762)  0.06
H (-1.157, -1.714, -1.737)  0.10
H (1.486, -0.889, -2.265)  0.11
H (0.625, -1.954, -3.381)  0.12
H (2.042, -3.266, -1.830)  0.11
H (0.342, -3.649, -1.643)  0.12
H (1.301, -3.486, 0.557)  0.12
H (0.207, -2.129, 0.355)  0.03
H (3.721, -3.184, 0.089)  0.12
H (5.656, -1.767, 0.752)  0.11
H (5.194, 0.592, 1.492)  0.11
H (2.838, 1.395, 1.487)  0.00
Se (0.765, 2.856, 2.040)  0.06

***

A single C4H6N4O2 molecule in a non-equilibrium geometry. Source: the OMol25 dataset; level of theory: ωB97M-V with the def2-TZVPD basis set.

Computed properties:
* energy relative to the best compared isomer or geometry (same formula, charge and spin): 240.09 kcal/mol
* E: -525.2263 hartree
* orbital gap (alpha / beta): 8.381 / 7.871 eV
* highest occupied orbital energy (alpha / beta): -0.2918 / -0.2897 Ha
* LUMO energy (alpha / beta): 0.4 / 0.0 eV

Each line ends with the Löwdin charge.
Positions of all 16 atoms, in Å:
C (-2.192, -0.354, -0.078)  -0.27
C (0.547, -0.708, -1.057)  -0.03
C (-0.023, -1.312, 0.282)  -0.06
C (-1.140, -0.853, 0.793)  -0.11
N (-3.056, -0.022, -0.725)  0.17
N (1.312, 1.080, 0.415)  0.03
N (1.646, 0.036, -0.361)  -0.32
N (0.142, 1.602, 0.658)  -0.03
O (2.764, -0.477, -0.226)  -0.05
O (-0.917, 1.546, -0.229)  -0.11
H (1.198, -1.413, -1.619)  0.13
H (-0.092, -0.095, -1.730)  0.13
H (0.645, -1.807, 0.982)  0.12
H (-1.263, -0.865, 1.865)  0.11
H (2.020, 1.457, 1.027)  0.17
H (-1.590, 2.183, 0.003)  0.11

***

2 unconnected molecules or ions with the total composition C5H14N2S in a non-equilibrium geometry. Source: the OMol25 dataset; level of theory: ωB97M-V with the def2-TZVPD basis set.

Computed properties:
* energy relative to the best compared isomer or geometry (same formula, charge and spin): 22.99 kcal/mol
* E: -706.5535 hartree
* orbital gap: 9.971 eV
* highest occupied orbital energy: -0.3300 Ha
* SMILES string: C=NCC.NCCS
* LUMO energy: 1.0 eV

Each line ends with the Löwdin charge.
Positions of all 22 atoms, in Å:
C (1.731, 3.059, 1.026)  -0.06
N (1.415, 2.032, 0.316)  -0.03
C (0.029, 1.511, 0.488)  -0.30
C (-0.715, 1.447, -0.881)  -0.10
H (1.011, 3.589, 1.680)  0.07
H (2.723, 3.468, 0.957)  0.05
H (0.131, 0.513, 0.982)  0.08
H (-0.573, 2.113, 1.194)  0.10
H (-1.651, 0.906, -0.769)  0.05
H (-0.924, 2.457, -1.225)  0.06
H (-0.093, 0.930, -1.602)  0.05
N (-1.723, -1.801, -1.057)  -0.02
C (-0.928, -2.094, 0.111)  -0.40
C (0.550, -1.975, -0.258)  -0.60
S (1.563, -2.160, 1.238)  0.67
H (-1.647, -2.522, -1.775)  0.07
H (-2.720, -1.835, -0.836)  0.08
H (-1.161, -3.054, 0.551)  0.10
H (-1.141, -1.365, 0.900)  0.09
H (0.714, -2.773, -1.031)  0.08
H (0.738, -1.029, -0.802)  0.06
H (2.670, -1.418, 0.793)  -0.10